[1]
Density functional theory data (ωB97M-V/def2-TZVPD) for C4H14N3 in the gas phase in a non-equilibrium geometry.

```
21
Properties=species:S:1:pos:R:3:forces:R:3:lowdin_spin:R:1
N -1.1633 -2.5785 0.1416 -1.05 0.67 0.02 0.24
C -1.8520 -1.2493 0.0952 -0.23 1.42 -0.24 0.15
C -0.8941 -0.1399 -0.4726 -1.44 -1.47 1.26 0.03
N 0.3841 -0.3502 0.1724 1.07 0.59 -0.97 0.02
C 1.5790 0.3907 -0.3447 -1.19 0.25 0.91 0.01
C 1.7355 1.7335 0.4382 -0.26 -1.43 -0.81 0.00
N 0.6357 2.5812 -0.0414 0.51 0.69 0.15 0.00
H -0.4206 -2.5537 0.8631 0.28 -0.22 -0.12 0.12
H -0.8037 -2.7891 -0.8155 0.37 -0.18 -0.03 0.15
H -1.8393 -3.3403 0.3640 -0.08 -0.19 0.18 0.17
H -2.2394 -0.9137 1.0620 0.62 -0.60 0.28 0.03
H -2.7854 -1.2754 -0.4701 0.35 -0.48 -0.42 0.04
H -1.4184 0.7799 -0.1948 0.35 0.31 -0.46 0.00
H -0.8852 -0.3052 -1.5528 0.56 0.38 0.09 0.02
H 0.3468 -0.1653 1.1651 -0.40 -0.05 0.09 0.02
H 2.3976 -0.3066 -0.2011 0.49 0.31 -0.24 0.00
H 1.3997 0.6261 -1.3963 0.30 -0.29 -0.05 0.00
H 2.7493 2.1311 0.3609 0.03 0.22 -0.23 0.00
H 1.5988 1.4259 1.4730 -0.14 0.50 0.30 0.00
H 0.6644 3.5084 0.3748 -0.04 -0.17 0.34 0.00
H 0.8105 2.7906 -1.0212 -0.09 -0.25 -0.06 0.00
```
Forces are in eV/Å.

Summary:
Total charge: 0
Relative energy (zero: lowest compared OMol25 entry of this formula, charge and spin): 1.7894 eV
Largest force on an atom: 2.41 eV Å⁻¹
Spin multiplicity: 2
Kohn-Sham gap (spin up / spin down): 4.18 / 9.95 eV

***

[2]
Density functional theory data (ωB97M-V/def2-TZVPD) for 6 unconnected molecules or ions with the total composition C27H62BI2NO9 in a non-equilibrium geometry.

```
102
Properties=species:S:1:pos:R:3:forces:R:3:lowdin_charge:R:1
C -3.3124 2.0100 -0.4306 -0.51 0.19 0.65 -0.01
O -2.5057 0.9887 -1.0383 0.22 -0.54 0.96 -0.02
B -2.5083 -0.2395 -0.4144 -0.29 -0.62 -0.29 -0.66
O -3.6690 -0.9887 -0.4025 -0.12 0.84 0.44 0.15
C -1.1508 -0.7673 0.2330 0.17 0.18 0.26 -0.06
C -0.7261 0.3104 1.1976 0.29 0.14 -0.24 -0.45
O -1.1987 0.5744 2.2703 -0.43 0.21 0.02 0.14
O 0.3022 1.0018 0.6673 0.06 -0.30 0.44 0.07
C 1.1041 0.0516 -0.0677 0.25 0.03 -0.71 -0.25
C 2.0649 -0.6910 0.8460 0.02 0.38 0.12 -0.13
C 2.7427 0.1874 1.9047 0.01 -0.04 0.06 -0.17
C 3.1722 -0.6549 3.1081 -0.08 -0.04 -0.17 -0.19
C 1.9727 -1.1683 3.9173 0.08 -0.12 0.15 -0.26
N 1.6859 -2.5790 3.6110 -0.03 0.07 -0.17 0.00
C 0.0613 -0.8551 -0.7691 -0.91 -0.23 0.78 -0.32
C 0.4021 -2.3327 -1.0250 0.11 0.25 -0.48 -0.67
I -1.2906 -3.1151 -2.1484 0.00 -0.05 0.07 0.99
C 1.6847 -2.7349 -1.7934 0.00 -0.25 0.31 -0.81
C 2.7994 -3.3321 -0.9053 -0.11 0.03 0.08 -0.15
I 2.4161 -1.1886 -3.0833 -0.02 0.02 -0.23 1.04
H -4.3512 1.9248 -0.7484 0.00 0.04 -0.03 0.09
H -2.8935 2.9723 -0.7159 -0.07 -0.05 -0.04 0.11
H -3.2851 1.9435 0.6603 0.09 -0.10 -0.04 0.11
H -4.0228 -1.1602 0.4782 0.14 -0.42 -0.12 0.13
H -1.3440 -1.6677 0.8196 0.13 -0.15 -0.21 0.15
H 1.6626 0.6339 -0.7990 -0.08 0.08 0.07 0.12
H 2.8366 -1.1024 0.1962 -0.03 -0.18 0.08 0.10
H 1.5686 -1.5218 1.3558 -0.08 0.00 -0.05 0.11
H 2.0514 0.9541 2.2550 -0.01 0.01 0.03 0.09
H 3.6036 0.7111 1.4794 -0.02 -0.03 -0.08 0.12
H 3.7230 -1.5323 2.7521 0.16 0.06 0.08 0.11
H 3.8458 -0.0684 3.7350 -0.03 -0.01 0.06 0.10
H 2.1583 -1.0188 4.9867 -0.01 0.05 -0.01 0.09
H 1.0874 -0.5770 3.6797 -0.02 0.04 -0.01 0.10
H 2.3407 -3.1774 4.1038 -0.02 -0.02 0.02 0.05
H 0.7561 -2.8247 3.9271 0.04 -0.02 0.10 0.06
H -0.2880 -0.3923 -1.6898 0.49 0.07 -0.17 0.08
H 0.3732 -2.9014 -0.0984 0.00 0.03 0.05 0.08
H 1.4035 -3.5100 -2.4946 0.02 0.09 -0.12 0.00
H 3.0396 -4.3373 -1.2504 0.07 0.04 -0.07 0.08
H 2.4779 -3.4163 0.1335 -0.03 0.00 0.00 0.07
H 3.7119 -2.7415 -0.9130 0.02 -0.02 -0.04 0.05
C -0.5555 4.2393 4.6621 -0.02 -0.01 0.05 -0.06
C 0.6748 3.4529 4.2368 -0.07 -0.03 -0.10 -0.50
C 1.1945 3.9068 2.8805 0.02 -0.01 -0.01 -0.06
O 0.4008 2.0566 4.2283 0.01 0.06 0.02 -0.07
H -1.3647 4.0881 3.9421 0.01 0.02 -0.02 0.08
H -0.9059 3.9022 5.6377 0.01 0.00 0.00 0.08
H -0.3435 5.3086 4.7164 0.00 0.00 -0.01 0.08
H 1.4603 3.5807 4.9856 0.00 0.00 0.01 0.13
H 0.4355 3.7414 2.1109 -0.01 0.01 0.01 0.08
H 2.0809 3.3372 2.6005 0.01 0.01 0.01 0.07
H 1.4495 4.9681 2.8884 -0.01 0.00 0.01 0.08
H -0.2900 1.8821 3.5702 0.10 -0.16 0.00 0.05
C -3.5416 1.5404 -4.6863 0.05 -0.04 0.05 -0.05
C -2.1512 1.9194 -4.1972 -0.03 0.06 0.19 -0.47
C -1.2526 0.7015 -4.0766 0.18 0.00 -0.07 -0.06
O -2.2154 2.6036 -2.9504 -0.14 0.51 -0.70 -0.06
H -4.0117 0.8522 -3.9776 0.31 0.11 -0.32 0.04
H -4.1734 2.4254 -4.7665 -0.01 0.01 0.00 0.09
H -3.4997 1.0507 -5.6608 0.02 0.00 -0.03 0.08
H -1.7081 2.6390 -4.8900 0.03 -0.03 -0.05 0.13
H -1.6696 -0.0134 -3.3641 -0.09 -0.03 -0.08 0.05
H -0.2645 0.9912 -3.7134 0.02 0.01 -0.04 0.07
H -1.1333 0.1915 -5.0339 -0.01 -0.02 0.00 0.07
H -2.5136 1.9731 -2.2789 0.51 -0.01 -0.80 0.00
C 3.2227 1.0478 -7.9787 0.06 0.03 0.04 -0.06
C 2.7583 0.2188 -6.7926 -0.10 0.03 -0.09 -0.51
C 1.3000 -0.1913 -6.9185 -0.01 -0.01 0.06 -0.07
O 2.9800 0.9228 -5.5690 0.04 -0.03 0.07 -0.13
H 2.6371 1.9690 -8.0481 -0.03 -0.02 -0.02 0.08
H 4.2714 1.3227 -7.8670 0.00 -0.01 0.00 0.08
H 3.1029 0.4987 -8.9135 -0.01 0.00 0.00 0.08
H 3.3789 -0.6757 -6.7103 0.01 0.00 0.03 0.14
H 0.6608 0.6963 -6.9569 0.01 0.00 -0.04 0.08
H 0.9962 -0.7887 -6.0586 0.01 0.00 -0.01 0.04
H 1.1304 -0.7716 -7.8267 0.01 0.01 -0.01 0.08
H 2.4438 1.7241 -5.5851 0.00 -0.02 0.02 0.09
C -6.0907 0.6142 -2.8534 -0.08 -0.04 0.24 -0.06
C -6.8964 0.0388 -1.7019 -0.07 -0.02 -0.16 -0.49
C -8.2556 -0.4698 -2.1539 -0.04 0.02 0.10 -0.06
O -7.0361 1.0006 -0.6542 0.06 0.00 0.03 -0.05
H -6.6084 1.4667 -3.3033 -0.01 -0.01 -0.02 0.10
H -5.1191 0.9574 -2.5002 -0.18 -0.05 0.09 0.04
H -5.9243 -0.1318 -3.6317 -0.04 -0.01 0.01 0.09
H -6.3314 -0.7805 -1.2545 0.01 0.02 0.04 0.13
H -8.8466 0.3502 -2.5721 0.01 0.00 -0.04 0.08
H -8.8084 -0.8872 -1.3122 0.01 -0.01 0.00 0.08
H -8.1528 -1.2391 -2.9201 0.01 0.00 -0.01 0.08
H -7.5333 1.7482 -1.0052 0.00 -0.01 0.02 0.09
C 5.9376 -2.9950 7.3514 0.02 -0.05 -0.05 -0.06
C 4.6352 -2.5859 6.6835 0.00 0.03 0.12 -0.50
C 3.7218 -1.8274 7.6326 -0.05 -0.02 -0.04 -0.06
O 3.9665 -3.7262 6.1415 -0.05 0.01 -0.12 -0.06
H 5.7362 -3.6580 8.1978 -0.01 0.03 0.02 0.08
H 6.5769 -3.5296 6.6491 -0.01 0.01 -0.01 0.08
H 6.4793 -2.1248 7.7242 -0.01 0.00 0.00 0.08
H 4.8546 -1.9597 5.8160 -0.01 -0.01 -0.03 0.13
H 3.4579 -2.4573 8.4871 0.03 0.01 0.02 0.08
H 2.7993 -1.5384 7.1291 0.01 0.00 0.00 0.06
H 4.2072 -0.9273 8.0119 0.01 0.00 0.00 0.08
H 3.7434 -4.3171 6.8696 0.00 0.01 -0.01 0.09
```
Forces are in eV/Å.

Summary:
Total charge: 0
Largest force on an atom: 1.22 eV Å⁻¹
SMILES string: COB(O)[C@@H]1C(=O)O[C@@H](CCCCN)[C@H]1[C@@H](I)[C@H](C)I.CC(C)O.CC(C)O.CC(C)O.CC(C)O.CC(C)O
Kohn-Sham gap: 9.26 eV

***

[3]
Density functional theory data (ωB97M-V/def2-TZVPD) for C4H7NO in the gas phase in a non-equilibrium geometry.

```
13
Properties=species:S:1:pos:R:3:forces:R:3:nbo_charge:R:1
C -2.2120 -0.8046 -0.5337 -0.16 -0.17 0.02 -0.44
N -1.1816 0.1065 -0.9726 -0.06 0.06 0.01 -0.39
C 2.4095 0.0673 0.9369 0.23 -0.97 0.65 -0.10
C -0.2013 0.2807 -0.1736 0.35 0.24 0.17 -0.03
C 0.8599 1.2138 -0.3962 -0.85 -0.39 -0.17 0.06
O 1.9902 1.0948 0.2680 0.34 1.11 -0.29 -0.36
H -2.3621 -1.5715 -1.3025 -0.02 0.11 0.11 0.20
H -3.1624 -0.2699 -0.4227 0.12 -0.05 -0.04 0.20
H -1.9801 -1.3066 0.4218 -0.03 0.11 -0.15 0.16
H 3.3099 0.2260 1.5082 -0.06 0.00 -0.09 0.17
H 1.8755 -0.8732 0.8933 0.13 0.11 0.00 0.16
H -0.1455 -0.2557 0.7945 -0.02 -0.01 -0.24 0.14
H 0.7997 2.0925 -1.0213 0.03 -0.15 0.03 0.19
```
Forces are in eV/Å.

Summary:
Total charge: 0
Relative energy (zero: lowest compared OMol25 entry of this formula, charge and spin): 4.4984 eV
Largest force on an atom: 1.19 eV Å⁻¹
Kohn-Sham gap (spin up / spin down): 7.75 / 8.00 eV

***

> Among the records above, which one has the highest largest force on an atom?

C4H14N3

***

> Number 3 is which compound?

C4H7NO